1.
Density functional theory data (wB97M-V/def2-TZVPD) for a cluster of 2 separate species, C7H9BF3N in total at a distorted geometry.

Each line ends with the Mulliken charge.
CARTESIAN COORDINATES (ANGSTROEM)
H 2.86830 -0.47995 -0.29743  0.048
B 2.51943 0.26339 -1.09360  -0.409
N 1.87866 0.67445 -2.09448  0.319
C 1.26044 1.47854 -3.08137  0.789
F 1.54000 1.10167 -4.32597  -0.248
F -0.06762 1.50255 -2.92463  -0.239
F 1.61956 2.78513 -3.04140  -0.269
C -2.39966 -1.44040 0.49227  -1.162
C -1.25715 -0.88869 1.25021  0.585
C -0.35295 -1.51158 2.03969  -0.886
C 0.78749 -0.49184 2.16721  -0.441
C 0.44852 0.70679 1.68139  -0.767
C -0.86193 0.49943 0.84893  -0.167
H -2.54715 -2.45205 0.82203  0.360
H -2.10692 -1.40010 -0.60564  0.236
H -3.38195 -0.84749 0.57065  0.277
H -0.54339 -2.38738 2.51205  0.556
H 1.56116 -0.44966 2.88354  0.482
H 1.06012 1.51659 1.47311  0.606
H -1.53922 1.31571 0.89372  0.433
H -0.48572 0.50490 -0.17030  -0.103

The calculation puts the frontier orbital gap at 8.97 eV. The value obtained for the energy above the lowest of the compared OMol25 structures with the same formula, charge and spin is 46.7 kcal/mol. As for the lowest unoccupied orbital energy: 0.42 eV.

***

2.
Density functional theory data (wB97M-V/def2-TZVPD) for a structure of composition C4H5EuLiO7 at a distorted geometry.

Each line ends with the Löwdin spin population.
CARTESIAN COORDINATES (ANGSTROEM)
O -0.60843 -2.42082 -1.70768  -0.021
C -0.48613 -1.42137 -0.93162  -0.002
O 0.26662 -0.45847 -1.28034  -0.012
O -1.15506 -1.41533 0.18558  -0.002
C -1.04783 -0.26808 1.05453  0.000
O -1.82096 0.56779 3.13952  0.000
C 0.24203 4.06338 2.89715  0.000
C -1.89741 -0.50540 2.29885  0.000
O -0.99012 4.23252 3.02891  0.000
O 0.80226 2.95099 2.74276  0.000
Eu 0.89554 -1.86403 -3.55413  7.038
Li -1.09567 2.18836 3.02084  0.000
H -1.40156 0.61977 0.50997  0.000
H 0.00728 -0.12563 1.32890  0.000
H -2.93507 -0.72121 1.95307  0.000
H -1.54080 -1.45154 2.76852  0.000
O 1.00367 5.18540 2.84449  0.000
H 1.92360 4.92494 2.71748  0.000

The expectation value of S² is 15.760. The calculation puts the frontier orbital gap (spin up / spin down) at 2.48 / 2.63 eV. The value obtained for the energy above the lowest of the compared OMol25 structures with the same formula, charge and spin is 0.0 kcal/mol. Its spin multiplicity is 8. As for the lowest unoccupied orbital energy (spin up / spin down): -3.86 / -3.71 eV.

***

3.
Density functional theory data (wB97M-V/def2-TZVPD) for a structure of composition C52H36N4O2TaTe.

Each line ends with the Mulliken charge.
CARTESIAN COORDINATES (ANGSTROEM)
Ta -0.02013 1.14616 0.38975  -1.400
C -5.47987 0.85279 5.83540  -0.471
C -5.55041 -0.08390 4.80734  -0.925
C -4.59650 -0.08667 3.81074  -0.458
C -3.51980 0.81801 3.86864  0.187
C -3.44354 1.74076 4.92787  -0.406
C -4.43718 1.77174 5.88591  -0.958
C -2.49562 0.80906 2.83839  1.502
C -1.14410 0.70578 3.27535  0.234
C -0.72802 0.49197 4.61168  -1.386
C 0.64412 0.42088 4.60501  -1.493
C 1.06562 0.58700 3.26536  0.332
C 2.43167 0.54237 2.81491  1.598
C 3.45344 0.44329 3.84601  0.096
C 3.48389 1.37925 4.89499  -0.427
C 4.47924 1.31085 5.84938  -0.954
C 5.41499 0.28260 5.80609  -0.470
C 5.37714 -0.66625 4.78871  -0.917
C 4.42238 -0.57472 3.79620  -0.430
C 2.86794 0.58451 1.46138  0.240
N 2.05174 0.69469 0.35656  0.998
C 2.85946 0.72892 -0.74840  0.531
C 2.41197 0.86292 -2.10783  1.227
C 3.43593 0.88524 -3.14072  0.300
C 3.46418 1.93840 -4.07320  -0.470
C 4.45849 1.98477 -5.03048  -0.935
C 5.39730 0.96159 -5.10635  -0.474
C 5.35930 -0.10233 -4.20917  -0.909
C 4.40522 -0.13110 -3.21285  -0.465
C 1.06020 0.97903 -2.54288  0.288
C 0.63285 0.96335 -3.89548  -1.265
C -0.73519 1.06232 -3.89204  -1.402
C -1.14574 1.13653 -2.53829  0.366
N -0.04799 1.04013 -1.72828  0.366
C -2.50956 1.19017 -2.08725  1.514
C -2.94627 1.09654 -0.73521  0.172
C -4.28523 1.23335 -0.29656  -1.477
C -4.28071 1.11917 1.07210  -1.498
C -2.94022 0.91554 1.47225  0.553
N -2.13062 0.94675 0.36683  1.312
C -3.52973 1.34080 -3.11218  0.326
C -3.43146 2.38945 -4.04506  -0.365
C -4.42100 2.56363 -4.99173  -0.983
C -5.48428 1.66876 -5.05867  -0.482
C -5.57403 0.60784 -4.16271  -0.926
C -4.62075 0.45592 -3.17625  -0.520
C 4.21438 0.70623 -0.33381  -1.526
C 4.22046 0.61857 1.03407  -1.393
N -0.03485 0.71166 2.45885  0.687
H -6.24331 0.86551 6.60181  0.447
H -6.35260 -0.80854 4.78831  0.446
H -4.63840 -0.82421 3.01965  0.601
H -2.64241 2.46812 4.95243  0.600
H -4.40376 2.51215 6.67308  0.451
H -1.37246 0.36022 5.46325  0.676
H 1.28017 0.22472 5.45030  0.673
H 2.76701 2.18991 4.91634  0.599
H 4.53019 2.05864 6.62861  0.444
H 6.17814 0.21920 6.57022  0.444
H 6.09528 -1.47437 4.77407  0.445
H 4.38028 -1.32024 3.01264  0.594
H 2.74869 2.74668 -3.99420  0.598
H 4.50609 2.81793 -5.71788  0.450
H 6.16521 0.99397 -5.86768  0.448
H 6.07750 -0.90626 -4.29243  0.448
H 4.36311 -0.96711 -2.52661  0.597
H 1.26689 0.84811 -4.75723  0.714
H -1.38351 1.03848 -4.75043  0.709
H -5.13866 1.43941 -0.91818  0.710
H -5.13018 1.21158 1.72526  0.707
H -2.61730 3.09920 -3.97482  0.581
H -4.36849 3.39672 -5.67889  0.455
H -6.24848 1.79981 -5.81313  0.449
H -6.39020 -0.09728 -4.23848  0.447
H -4.67951 -0.37880 -2.48951  0.510
H 5.07514 0.79476 -0.97261  0.688
H 5.08632 0.61629 1.67245  0.730
O 0.06951 2.91000 0.50490  0.241
O 0.12644 4.19574 0.55672  -0.734
C 0.73554 -3.66523 0.25236  -1.106
Te -0.46393 -1.91308 0.04634  0.539
C -0.84017 -2.49141 -1.96531  -0.496
C -0.26499 -3.88673 -2.06634  0.445
C -0.44667 -4.61569 -3.24042  -0.668
C 0.09538 -5.88046 -3.36990  -0.646
C 0.83350 -6.42964 -2.32662  -0.642
C 1.02711 -5.70792 -1.16370  -0.777
C 0.48091 -4.43233 -1.02690  0.463
H 0.34624 -4.18020 1.12751  0.528
H 1.78469 -3.42001 0.40145  0.507
H -0.34261 -1.81620 -2.66219  0.297
H -1.91528 -2.44950 -2.12668  0.540
H -1.02049 -4.18945 -4.05444  0.470
H -0.05583 -6.44109 -4.28202  0.435
H 1.25687 -7.41990 -2.42241  0.426
H 1.60393 -6.13577 -0.35303  0.472

The calculation puts the frontier orbital gap at 3.98 eV. The value obtained for the energy above the lowest of the compared OMol25 structures with the same formula, charge and spin is 0.0 kcal/mol. As for the charge: +3. As for the lowest unoccupied orbital energy: -11.42 eV.

***

4.
Density functional theory data (wB97M-V/def2-TZVPD) for the molecule C5H8O.

Each line ends with the Mulliken charge.
CARTESIAN COORDINATES (ANGSTROEM)
C -0.60715 -0.69493 1.55373  -1.165
C 0.29605 -0.19849 0.47859  0.922
C 0.32508 1.21308 -0.11685  -0.731
C 0.12854 0.54646 -1.50850  -0.529
C 0.38571 -0.81093 -0.84061  -0.383
O 1.49888 -0.81860 0.05526  -0.503
H -1.58579 -0.25023 1.33083  0.278
H -0.30815 -0.41610 2.56781  0.299
H -0.71785 -1.78070 1.46589  0.336
H -0.47968 1.86360 0.22775  0.304
H 1.29326 1.70022 0.01971  0.244
H -0.94098 0.55127 -1.74921  0.206
H 0.69316 0.89217 -2.38258  0.319
H 0.01891 -1.79681 -1.10181  0.402

The calculation puts the frontier orbital gap at 10.62 eV. The value obtained for the energy above the lowest of the compared OMol25 structures with the same formula, charge and spin is 52.2 kcal/mol. As for the lowest unoccupied orbital energy: 1.07 eV.

***

5.
Density functional theory data (wB97M-V/def2-TZVPD) for the molecule C5H6BrIS at a distorted geometry.

Each line ends with the Mulliken charge.
CARTESIAN COORDINATES (ANGSTROEM)
C 0.69478 -0.57009 -0.52721  -0.252
C -0.29232 -1.20235 -1.29435  -0.493
C -2.68374 -1.01527 0.35208  -0.401
C 0.75326 0.76537 -0.06231  0.253
C 2.04872 1.18972 0.68680  -1.149
S -1.93092 -0.96802 -1.28265  -0.056
Br -4.28648 -0.01993 0.53581  -0.080
I -0.82488 2.17129 -0.26810  0.090
H 1.66347 -0.97186 -0.30114  0.250
H -0.03140 -2.16487 -1.76872  0.330
H -2.05482 -1.10967 1.17553  0.478
H 2.36573 2.23416 0.57046  0.358
H 2.79041 0.53864 0.40112  0.393
H 1.78819 1.12288 1.78267  0.277

The calculation puts the frontier orbital gap (spin up / spin down) at 6.67 / 7.24 eV. As for the lowest unoccupied orbital energy (spin up / spin down): -1.05 / -0.44 eV.

***

6.
Density functional theory data (wB97M-V/def2-TZVPD) for a structure of composition C5H10N2O at a distorted geometry.

Each line ends with the Mulliken charge.
CARTESIAN COORDINATES (ANGSTROEM)
C -1.56598 1.43991 -0.45570  -1.056
C -1.24398 -1.64451 0.39767  -1.236
C 1.06672 -0.45978 -0.06827  0.130
C -0.24528 -0.56362 0.21446  0.310
N 2.19446 -1.27378 -0.01137  -0.555
C 0.96466 1.04502 -0.13774  -0.092
O 1.74843 1.83770 0.67028  -0.535
N -0.48972 0.84634 0.30681  -0.143
H 1.69346 1.48928 1.56862  0.326
H 1.98905 -2.25706 -0.12322  0.241
H 2.93439 -0.97446 -0.63160  0.245
H 1.01009 1.46823 -1.14532  0.398
H -1.53072 1.18675 -1.52541  0.340
H -2.51573 1.09659 -0.04538  0.332
H -1.50641 2.52254 -0.35057  0.356
H -0.74959 -2.61321 0.38484  0.333
H -1.76208 -1.52413 1.34901  0.315
H -1.99176 -1.62183 -0.39710  0.291

The calculation puts the frontier orbital gap at 8.05 eV. The value obtained for the energy above the lowest of the compared OMol25 structures with the same formula, charge and spin is 46.6 kcal/mol. As for the lowest unoccupied orbital energy: 0.90 eV.